[1]
Here is a 20-piece molecular cluster, C46H70Cl57N3O2S2 overall in a non-equilibrium geometry from OMol25. Energies are from wB97M-V/def2-TZVPD.

Summary:
Total charge ... 0

```
180
C46H70Cl57N3O2S2 (wB97M-V/def2-TZVPD)
C -4.21276 0.09351 2.69810
C -3.30475 -0.49969 3.96741
C -2.01854 -1.27067 3.27063
C -0.71215 -1.40840 4.25150
C 0.50192 -0.52086 3.56098
C 1.00057 -1.24401 2.14726
C 0.72157 -0.21488 0.89972
C -0.17497 -0.90459 -0.33381
N -0.26889 0.13962 -1.40974
C 0.93021 0.03021 -2.31086
C 1.56413 1.49274 -2.78608
C 0.70388 2.79100 -2.27521
C 0.85385 3.08342 -0.64618
C 0.73225 4.66452 -0.23566
C 1.31146 4.81153 1.30512
C 0.23129 5.40027 2.38662
C -0.54503 6.76877 1.92816
C -1.58857 0.20097 -2.11799
S -1.80464 0.29201 -3.83797
S -3.25331 0.24569 -1.17476
C -4.08635 -1.44729 -1.45986
C -5.71163 -1.34966 -1.64694
C -6.49331 -0.47072 -0.50356
C -6.78803 1.09288 -0.96295
C -7.90377 1.31851 -2.16326
O -8.56716 0.42917 -2.91530
N -7.98132 2.82741 -2.27844
C -8.15260 3.28594 -0.81823
C -7.38965 2.15103 0.14187
C -8.62678 1.68560 1.11832
C -8.12042 1.28636 2.65634
C -7.42366 2.53357 3.46130
N -8.28361 3.59434 4.15540
O -6.08479 2.71041 3.56383
H -4.12079 -0.68062 1.80806
H -5.30699 0.25021 3.08195
H -3.71035 1.09571 2.28905
H -2.92758 0.45008 4.54647
H -3.92822 -1.23641 4.64008
H -1.71989 -0.64352 2.32395
H -2.35257 -2.37100 2.95877
H -0.35060 -2.52335 4.24795
H -1.00062 -1.02963 5.34343
H 0.04703 0.55824 3.38155
H 1.39716 -0.37818 4.33476
H 2.15801 -1.52059 2.22098
H 0.42699 -2.27422 1.97105
H 1.78513 0.10810 0.46497
H 0.21018 0.80965 1.22256
H -1.17943 -1.23199 0.16259
H 0.40132 -1.87838 -0.63426
H 0.80244 -0.72850 -3.21973
H 1.79663 -0.46446 -1.65351
H 2.69468 1.55288 -2.40498
H 1.64956 1.51992 -3.97262
H 1.17661 3.74349 -2.81814
H -0.43545 2.78576 -2.63281
H -0.08143 2.52770 -0.15405
H 1.80144 2.53975 -0.17071
H -0.38837 4.98224 -0.35190
H 1.34749 5.30223 -1.01310
H 1.58827 3.71190 1.67745
H 2.31302 5.42105 1.31744
H -0.53510 4.56749 2.76428
H 0.85559 5.68773 3.36267
H 0.09383 7.74162 2.06190
H -0.94541 6.74884 0.82313
H -1.50654 6.87868 2.61903
H -3.76579 -2.25372 -0.67405
H -3.65103 -1.81589 -2.50624
H -6.12752 -2.45838 -1.56680
H -6.03089 -0.95302 -2.70344
H -6.00295 -0.55678 0.57320
H -7.57254 -0.96768 -0.38650
H -5.84920 1.66335 -1.37867
H -7.04047 3.27975 -2.48154
H -9.33656 3.33905 -0.75688
H -7.84309 4.41224 -0.59738
H -6.50789 2.72373 0.67841
H -9.42867 2.53564 1.26943
H -9.08942 0.70553 0.67647
H -9.10854 0.98127 3.24996
H -7.46764 0.31278 2.59483
H -7.92943 3.63456 5.13919
H -8.09498 4.55233 3.75281
C 4.88621 1.12709 -4.94696
Cl 4.24207 1.64306 -6.51479
Cl 4.59361 2.36718 -3.71558
Cl 4.16888 -0.41724 -4.45728
H 5.96585 0.98900 -5.04683
C 2.72203 4.89155 5.83368
Cl 1.53447 3.60192 5.57717
Cl 3.97455 4.84198 4.58129
Cl 1.92657 6.47460 5.85559
H 3.19900 4.73239 6.80416
C -4.73307 -2.30809 -5.67618
Cl -5.17241 -3.20014 -7.14263
Cl -6.03132 -1.19471 -5.21286
Cl -4.37161 -3.42784 -4.35150
H -3.83497 -1.72153 -5.88600
C 2.72168 9.36899 3.13292
Cl 3.79892 8.55469 4.27997
Cl 2.46797 8.36328 1.69629
Cl 1.17331 9.75743 3.90166
H 3.19475 10.30330 2.82001
C 8.17470 5.56550 5.16130
Cl 6.90967 6.78641 4.94149
Cl 8.01991 4.78756 6.74578
Cl 8.10613 4.35827 3.86624
H 9.14622 6.06425 5.11604
C -0.29021 -5.66933 2.46633
Cl -0.78262 -4.48859 1.24051
Cl 1.02695 -5.02246 3.45950
Cl -1.66922 -6.12412 3.48161
H 0.07171 -6.56533 1.95562
C -1.29862 6.30238 8.62790
Cl -2.26362 7.36787 7.59217
Cl -0.60558 4.97485 7.68075
Cl -0.01988 7.21844 9.44335
H -1.95568 5.87532 9.38983
C 5.16693 -4.50235 3.43696
Cl 4.72759 -5.39440 1.97051
Cl 3.86868 -3.38897 3.90028
Cl 5.52839 -5.62211 4.76164
H 6.06503 -3.91580 3.22713
C 5.66585 -9.69591 2.67600
Cl 4.04792 -9.02140 2.41793
Cl 6.81232 -9.02978 1.50059
Cl 6.21580 -9.37840 4.33010
H 5.61474 -10.77816 2.53189
C 1.48292 -3.97833 -3.40077
Cl -0.20130 -3.57465 -3.77451
Cl 1.90879 -5.55928 -4.07823
Cl 2.57416 -2.72438 -4.01405
H 1.59206 -4.02854 -2.31439
C 5.33125 -3.30617 -6.68340
Cl 6.72693 -4.33294 -6.31315
Cl 5.80680 -1.96861 -7.74383
Cl 4.03695 -4.26015 -7.42772
H 4.95470 -2.88620 -5.74719
C -6.29021 -6.22117 -1.64101
Cl -6.78262 -5.04044 -2.86683
Cl -4.97305 -5.57431 -0.64784
Cl -7.66922 -6.67597 -0.62573
H -5.92829 -7.11718 -2.15173
C -9.07070 -10.28952 -2.29713
Cl -7.48303 -9.72857 -2.84842
Cl -10.19666 -10.40728 -3.66024
Cl -8.92700 -11.85103 -1.47231
H -9.46598 -9.55958 -1.58608
C 9.33339 -1.97058 -9.18972
Cl 8.36840 -0.90508 -10.22545
Cl 10.02643 -3.29810 -10.13688
Cl 10.61213 -1.05452 -8.37428
H 8.67633 -2.39763 -8.42779
C 4.64180 -8.42699 -4.28327
Cl 4.14939 -7.24626 -5.50909
Cl 5.95896 -7.78013 -3.29010
Cl 3.26279 -8.88179 -3.26800
H 5.00373 -9.32300 -4.79399
C 10.27839 -5.37533 -4.46586
Cl 10.44975 -4.71522 -6.10114
Cl 8.95091 -6.54738 -4.40404
Cl 11.79411 -6.12362 -3.93490
H 10.04353 -4.55287 -3.78538
C 10.57503 -0.05520 -13.76044
Cl 12.03963 0.55882 -14.54605
Cl 10.86567 -0.33632 -12.03526
Cl 9.22727 1.07208 -13.98861
H 10.30908 -1.00834 -14.22460
C 3.67503 2.33597 8.91603
Cl 5.13963 2.95000 8.13042
Cl 3.96567 2.05486 10.64121
Cl 2.32727 3.46326 8.68786
H 3.40908 1.38283 8.45187
C -4.77502 9.09561 4.90979
Cl -4.17474 9.24974 6.56966
Cl -3.45229 9.29918 3.74847
Cl -5.57023 7.52925 4.67861
H -5.51103 9.88456 4.73514
```

[2]
Here is an isolated molecule of C3H3NO2 in a non-equilibrium geometry from OMol25. Energies are from wB97M-V/def2-TZVPD.

Summary:
Total charge ... 0
Energy relative to the best compared isomer or geometry (same formula, charge and spin) ... 315.0 kJ/mol

```
9
C3H3NO2 (wB97M-V/def2-TZVPD)
O 1.95198 -0.38211 1.56704
C 1.31125 0.06224 0.71689
N 0.75650 0.84450 -0.14306
C -0.63760 0.59645 0.23808
C -0.96739 -0.76028 0.21130
O -0.09662 -1.64607 0.05120
H 1.06223 0.79473 -1.11695
H -1.24324 1.45605 0.48313
H -2.02724 -1.02662 0.36490
```

[3]
Here is an isolated molecule of C3H3FN2O in a non-equilibrium geometry from OMol25. Energies are from wB97M-V/def2-TZVPD.

Summary:
Total charge ... 0
SMILES ... Cc1nnc(F)o1
Energy relative to the best compared isomer or geometry (same formula, charge and spin) ... 263.4 kJ/mol

```
10
C3H3FN2O (wB97M-V/def2-TZVPD)
C 2.47239 -0.48460 -0.05586
C 1.07697 0.13346 0.05058
N 0.51874 1.33308 -0.03038
N -0.87983 1.13312 0.06586
C -1.09049 -0.02902 0.00256
F -2.21611 -0.64824 -0.12203
O -0.05931 -0.87041 0.16825
H 2.24018 -1.31242 -0.89617
H 2.61243 -1.08141 0.96483
H 3.34130 0.20878 -0.54843
```

[4]
Here is C30H46BrIN2O7S as an isolated structure in a non-equilibrium geometry from OMol25. Energies are from wB97M-V/def2-TZVPD.

Summary:
Total charge ... 0
Energy relative to the best compared isomer or geometry (same formula, charge and spin) ... 102.8 kJ/mol

```
88
C30H46BrIN2O7S (wB97M-V/def2-TZVPD)
C -0.62142 4.35178 -0.89349
C 0.40549 3.21608 -0.92677
O 0.10342 2.35862 -2.06443
C 0.49640 1.06210 -1.85697
O -0.33308 0.18812 -1.92672
C 1.97874 0.73261 -1.60074
C 2.23490 -0.76713 -1.37158
C 2.00866 -1.27222 0.09687
C 1.71704 -0.17350 1.12489
C 2.81877 0.62969 1.67326
C 4.29532 0.50083 1.30364
O 4.57880 -0.18326 0.08759
C 5.94627 -0.35278 -0.07601
C 6.81966 -1.13368 0.91078
O 6.46255 0.13355 -1.05160
C 2.54146 1.58381 2.63532
C 3.63465 2.42002 3.29935
I 3.14521 4.54714 3.35870
C 4.05191 1.88996 4.71641
C 2.91442 1.83124 5.75639
C 1.16618 1.74439 3.02796
N 0.67585 2.58783 3.91836
S -0.90645 2.43236 4.10979
N -1.14164 1.24296 2.99671
C 0.02669 0.95730 2.48585
C 0.40336 -0.02829 1.49951
C -0.73447 -0.90604 0.93702
C -1.14994 -2.08323 1.87405
C -1.87600 -1.67842 3.16384
Br 0.33044 -3.31379 2.30852
H -0.29002 5.04696 -0.09803
H -0.66414 4.93413 -1.82600
H -1.62043 3.97693 -0.61829
H 0.31966 2.59471 -0.01781
H 1.41725 3.62771 -1.07886
H 2.42697 1.39572 -0.84589
H 2.48245 1.00021 -2.55323
H 1.66625 -1.35263 -2.11202
H 3.29044 -0.94133 -1.63477
H 1.26688 -2.07174 0.07336
H 2.94707 -1.75998 0.41358
H 4.68815 1.53015 1.18004
H 4.83037 0.09856 2.18559
H 6.96959 -2.18003 0.60504
H 7.77718 -0.59609 0.96672
H 6.42967 -1.16096 1.94091
H 4.56940 2.40081 2.72629
H 4.86149 2.54806 5.07632
H 4.47505 0.87714 4.59158
H 2.49800 2.82435 5.96044
H 2.14980 1.10363 5.44599
H 3.34864 1.40564 6.68098
H -1.60922 -0.23256 0.89573
H -0.48822 -1.33200 -0.03758
H -1.86185 -2.69000 1.29805
H -1.14654 -1.25211 3.87283
H -2.66994 -0.93590 3.00763
H -2.31140 -2.56285 3.65829
C -4.96939 -4.99648 0.25021
C -3.52395 -5.28583 0.56337
O -2.90992 -4.62856 1.37480
C -2.87215 -6.42637 -0.17433
H -5.30612 -4.15354 0.85224
H -5.07512 -4.74114 -0.80555
H -5.58363 -5.86686 0.48899
H -2.89021 -6.23082 -1.24798
H -3.39459 -7.35939 0.04577
H -1.83647 -6.51897 0.14984
C -6.52479 -5.82999 -4.26355
C -5.07818 -6.11837 -3.94968
O -4.46579 -5.46063 -3.13913
C -4.42656 -7.26054 -4.68802
H -6.86328 -4.98719 -3.66331
H -6.63366 -5.57580 -5.31904
H -7.13849 -6.70036 -4.02535
H -4.44432 -7.06849 -5.76197
H -4.94924 -8.19297 -4.46832
H -3.39091 -7.35460 -4.36587
C -0.34087 8.34297 -4.16952
C -1.42984 7.71936 -3.33260
O -1.20133 6.79177 -2.59024
C -2.81575 8.30054 -3.45987
H 0.59946 7.82867 -3.97911
H -0.58483 8.24881 -5.22893
H -0.22539 9.39575 -3.90652
H -3.16709 8.20450 -4.48852
H -2.80778 9.35151 -3.16617
H -3.49558 7.75842 -2.80499
```

[5]
Here is an isolated molecule of C7H9NO2Si in a non-equilibrium geometry from OMol25. Energies are from wB97M-V/def2-TZVPD.

Summary:
Total charge ... 0
SMILES ... O=[N+]([O-])[SiH2]Cc1ccccc1
Energy relative to the best compared isomer or geometry (same formula, charge and spin) ... 0.0 kJ/mol

```
20
C7H9NO2Si (wB97M-V/def2-TZVPD)
O -3.18296 1.77365 0.62592
N -3.05033 0.77073 -0.06071
O -3.60308 0.63302 -1.13913
Si -2.28648 -0.74434 0.66944
C -0.88020 -1.18350 -0.55146
C 0.40205 -0.38222 -0.19114
C 0.55083 0.96541 -0.59842
C 1.78644 1.53806 -0.48889
C 2.90163 0.78114 -0.00495
C 2.67142 -0.45650 0.58483
C 1.41543 -1.01791 0.43889
H -1.92075 -0.13358 2.10907
H -3.40126 -1.63211 0.69324
H -1.28900 -1.00098 -1.47864
H -0.71987 -2.32830 -0.48838
H -0.19574 1.42683 -1.25331
H 1.97978 2.64878 -0.82960
H 3.91280 1.23826 0.24643
H 3.60481 -0.90204 1.03446
H 1.30446 -1.99440 0.68236
```

[6]
Here is an isolated ion of composition C5H10N3S and charge +1 in a non-equilibrium geometry from OMol25. Energies are from wB97M-V/def2-TZVPD.

Summary:
Total charge ... +1
SMILES ... CN(C)C#S(/C)=N\C#[NH+]
Energy relative to the best compared isomer or geometry (same formula, charge and spin) ... 486.9 kJ/mol

```
19
C5H10N3S (wB97M-V/def2-TZVPD)
C 0.27777 0.01166 2.14165
N 0.76632 0.44785 0.83439
C 1.91689 1.33276 0.98406
C 0.36843 0.08843 -0.36515
S -0.70790 -1.26678 -0.39928
C 0.27753 -2.14233 -1.75848
N -1.89645 -0.50671 -1.17740
C -2.53240 0.50922 -1.34856
N -2.87698 1.64821 -1.57927
H 1.07194 0.22691 2.86558
H -0.04358 -1.01384 1.97566
H -0.55844 0.74042 2.37554
H 1.64989 2.31005 1.01054
H 2.49880 1.19021 0.17939
H 2.46467 1.12884 1.94119
H 0.89872 -2.87196 -1.48923
H 0.91469 -1.30191 -2.27067
H -0.63959 -2.49394 -2.33381
H -3.85030 1.96290 -1.58616
```

[7]
Here is an isolated ion of composition C15H35B2O3 and charge -1 in a non-equilibrium geometry from OMol25. Energies are from wB97M-V/def2-TZVPD.

Summary:
Total charge ... -1

```
55
C15H35B2O3 (wB97M-V/def2-TZVPD)
C 4.66352 -1.50478 -1.22450
C 3.22210 -1.41300 -0.55901
C 2.19034 -0.63252 -1.48635
C 1.82747 0.81288 -0.97265
C 3.24665 1.51180 -0.78461
B 0.79367 0.94855 0.29065
C 0.67212 -0.33827 1.30974
C -0.12605 -1.59705 0.79154
C 0.46927 -2.95894 1.37043
C -0.79253 1.23616 -0.21383
C -1.23410 0.59821 -1.57563
C -2.59256 -0.21228 -1.34786
C -3.84464 0.63670 -1.77184
C -5.05169 0.37849 -0.80602
O -5.23598 -1.02657 -0.59141
C -5.91720 -1.26980 0.63316
C 1.11366 2.35054 1.18033
B 2.04477 2.15496 2.45058
O 3.40574 2.56497 2.38767
O 1.58508 1.59329 3.70002
H 5.14400 -2.47180 -0.96545
H 5.26439 -0.68118 -0.77366
H 4.63433 -1.39558 -2.32577
H 2.82175 -2.44514 -0.45025
H 3.37928 -0.90841 0.40985
H 1.33344 -1.26337 -1.79262
H 2.77427 -0.46788 -2.43471
H 1.40834 1.35605 -1.86675
H 3.88196 1.26568 -1.67546
H 3.75370 1.16293 0.13591
H 3.16907 2.61581 -0.75460
H 0.07135 0.00799 2.19364
H 1.63564 -0.71108 1.73418
H -1.16547 -1.56500 1.20213
H -0.23154 -1.69491 -0.30349
H 1.10188 -3.45345 0.60731
H -0.38901 -3.60116 1.68471
H 1.08594 -2.77623 2.27364
H -1.43352 0.93305 0.65616
H -0.94638 2.34625 -0.30142
H -0.53654 -0.12647 -2.03499
H -1.49307 1.38505 -2.31775
H -2.59050 -1.16678 -1.93123
H -2.72938 -0.49894 -0.28664
H -3.54407 1.71187 -1.75955
H -4.12966 0.42295 -2.82795
H -4.87452 0.93238 0.14213
H -5.97813 0.74898 -1.31694
H -5.21333 -1.60618 1.42901
H -6.39046 -0.31596 0.96897
H -6.75571 -1.98973 0.49712
H 1.45886 3.18433 0.51608
H 0.13462 2.72828 1.59597
H 3.87185 2.24995 3.16835
H 1.03699 2.25431 4.12361
```

[8]
Here is a 2-piece molecular cluster, C4H12 overall in a non-equilibrium geometry from OMol25. Energies are from wB97M-V/def2-TZVPD.

Summary:
Total charge ... 0
SMILES ... CC.CC
Energy relative to the best compared isomer or geometry (same formula, charge and spin) ... 75.9 kJ/mol

```
16
C4H12 (wB97M-V/def2-TZVPD)
C -0.96484 -0.98699 0.77095
C -2.34350 -1.02780 1.43887
H -0.76305 -1.92811 0.26055
H -0.79315 -0.16571 0.06648
H -0.22661 -0.60653 1.52215
H -2.43827 -0.32262 2.26532
H -2.47804 -2.00570 1.86876
H -3.15269 -0.85982 0.73946
C 2.23300 0.88506 -0.62885
C 1.14338 1.09541 -1.67109
H 2.45482 -0.17021 -0.35803
H 2.99000 1.63789 -0.78795
H 1.80604 0.95109 0.39760
H 1.58928 1.21789 -2.65292
H 0.51243 2.00792 -1.48595
H 0.43120 0.27822 -1.74535
```

| no. | E_HOMO (eV) | HOMO-LUMO gap (eV) | calculated total energy (Ha) |
| --- | --- | --- | --- |
| 1 | -8.156 | 7.778 | -29136.176251 |
| 2 | -8.388 | 8.788 | -321.257678 |
| 3 | -10.493 | 11.130 | -400.646914 |
| 4 | -8.483 | 7.974 | -5076.792044 |
| 5 | -9.355 | 9.505 | -766.740517 |
| 6 | -13.138 | 8.802 | -758.536115 |
| 7 | -4.524 | 7.506 | -868.019817 |
| 8 | -11.068 | 12.197 | -159.556061 |